Entry from OMol25: a 12-piece molecular cluster, C68H164N12O12 overall in a non-equilibrium geometry (wB97M-V/def2-TZVPD).

Structure (XYZ):
```
256
Properties=species:S:1:pos:R:3:forces:R:3:lowdin_charge:R:1
C 12.46826 25.95825 21.54914 -1.22 0.41 -1.33 -0.030
C 12.95604 24.54593 21.05909 0.34 0.25 1.48 -0.467
C 12.15452 23.95478 19.88422 -0.29 0.16 0.35 -0.013
C 14.44924 24.74850 20.76643 0.69 -0.40 0.06 -0.130
C 15.24518 23.41400 20.77560 1.50 2.20 -0.51 -0.192
C 15.12221 22.86237 22.15436 0.99 -0.69 -0.06 -0.184
C 13.71359 22.51890 22.52095 -1.43 -0.75 0.28 -0.486
C 13.25877 21.25111 21.69402 1.13 0.26 0.80 -0.010
C 13.54043 22.09456 24.00416 0.09 0.46 0.58 -0.046
N 12.88652 23.74817 22.33783 -0.25 -0.81 -0.06 -0.064
O 11.49169 23.36679 22.62520 1.13 0.62 -0.39 -0.049
H 11.55007 25.88454 22.12707 -0.26 -0.27 -0.08 0.067
H 13.14175 26.52411 22.20183 0.35 -0.57 -0.28 0.079
H 12.20906 26.63355 20.68990 0.36 -0.57 0.56 0.080
H 11.22746 23.50240 20.25578 0.27 -0.11 0.07 0.077
H 11.80532 24.82577 19.33665 0.14 -0.15 -0.65 0.050
H 12.67458 23.21393 19.22178 -0.18 0.80 0.66 0.087
H 14.60552 25.25202 19.78312 -0.31 0.09 1.07 0.097
H 14.79497 25.34716 21.67403 0.08 -0.49 -1.50 0.132
H 15.02809 22.75254 19.91828 -0.14 0.13 0.56 0.090
H 16.37220 23.66407 20.73681 -1.50 -0.17 -0.58 0.128
H 15.65292 23.58342 22.81045 -0.66 -0.47 0.09 0.137
H 15.71970 21.95993 22.09397 0.12 -0.55 0.77 0.109
H 12.21057 21.09563 21.75036 -1.01 0.10 -0.08 0.053
H 13.71816 20.34732 22.09834 0.05 0.06 0.59 0.085
H 13.61878 21.17989 20.69089 -0.07 0.65 -0.96 0.042
H 14.26129 21.29268 24.24175 -0.28 0.29 -0.08 0.081
H 12.51302 21.70106 24.16779 0.72 0.22 -0.11 0.082
H 13.70542 22.94021 24.74038 -0.10 -0.77 -0.96 0.099
H 11.37453 23.83107 23.46054 -0.24 -0.06 -0.02 0.094
C 20.24545 15.19602 17.84683 0.26 0.78 0.97 -0.009
C 19.24234 16.33251 17.92982 -1.14 0.45 -1.31 -0.516
C 19.89419 17.61990 17.41049 -0.40 -0.02 0.61 -0.025
C 18.02722 16.04629 17.03214 0.48 0.17 1.14 -0.145
C 17.19135 14.91612 17.56567 -0.08 -0.77 -0.88 -0.149
C 16.65718 15.34874 18.91922 0.15 -0.36 0.19 -0.137
C 17.75038 15.74034 19.91925 -0.56 0.27 -1.24 -0.470
C 17.04895 16.47752 21.09762 -0.89 -0.92 -0.85 -0.015
C 18.41868 14.47010 20.47028 -1.07 1.58 1.80 -0.009
N 18.68528 16.67994 19.23041 -0.77 -0.40 1.31 -0.068
O 19.73613 16.81030 20.15243 1.21 0.59 0.41 -0.048
H 20.64661 15.18761 16.84770 0.20 -0.21 -0.40 0.084
H 21.03174 15.49828 18.54568 0.20 -0.53 -0.10 0.091
H 19.84515 14.22809 18.11145 0.00 -0.20 0.07 0.068
H 19.11846 18.38531 17.33927 0.17 0.05 -0.01 0.062
H 20.62905 17.90475 18.14667 0.34 0.43 0.15 0.076
H 20.38414 17.54615 16.45448 0.14 -0.39 -0.48 0.079
H 17.36436 16.88561 17.01386 -0.28 0.92 0.21 0.082
H 18.39696 16.02220 16.04119 0.30 -0.86 -1.27 0.102
H 16.42016 14.70508 16.77111 0.45 -0.14 1.22 0.107
H 17.79513 14.00132 17.73239 -0.35 0.29 -0.43 0.108
H 16.19186 14.53494 19.43705 -0.83 -0.60 0.01 0.101
H 15.92501 16.13650 18.84072 -0.25 0.45 -0.20 0.095
H 16.24966 15.81653 21.56916 0.79 0.84 -0.88 0.108
H 16.63414 17.43813 20.76773 -0.09 -0.27 0.02 0.079
H 17.76233 16.65061 21.85334 0.92 0.31 1.02 0.043
H 17.84038 14.32974 21.41641 0.77 -0.63 -0.55 0.093
H 19.44537 14.66513 20.70507 0.51 -0.08 0.21 0.074
H 18.31258 13.63008 19.85485 -0.13 -1.23 -0.95 0.056
H 19.55518 17.63627 20.63016 0.10 0.08 -0.11 0.064
C 12.44276 27.06971 17.70324 0.45 -1.08 -2.71 -0.014
C 13.57045 27.17774 16.53151 0.34 -0.94 0.38 -0.387
C 13.45202 25.82038 15.78662 -0.97 0.45 -1.20 -0.055
C 13.43628 28.40503 15.53976 -0.68 -0.50 0.68 -0.126
C 13.95141 29.73118 16.13195 1.84 -1.35 0.47 -0.148
C 15.41884 29.46786 16.66726 -0.45 -0.36 -0.38 -0.126
C 15.54711 28.37583 17.73712 -1.17 -0.12 -0.85 -0.546
C 17.04373 28.26976 18.08435 -1.86 -0.62 -0.73 -0.021
C 14.81079 28.68080 19.03330 1.10 -0.13 -0.27 -0.019
N 15.03806 27.14567 17.04426 -0.27 0.42 0.53 -0.058
O 15.19798 26.11573 18.03543 0.50 -0.85 -1.32 -0.147
H 11.55977 26.46532 17.33280 1.00 0.63 0.09 0.084
H 12.85645 26.48914 18.50987 0.23 0.33 0.51 0.033
H 12.05362 28.02538 17.92196 -0.24 1.08 0.85 0.049
H 14.05455 25.72579 14.87709 0.44 0.39 0.24 0.064
H 13.75250 25.03601 16.45799 -0.09 -0.44 0.31 0.053
H 12.41986 25.61036 15.38345 0.71 0.33 0.81 0.097
H 13.98378 28.21360 14.60530 0.08 -0.23 0.37 0.112
H 12.36568 28.46125 15.22964 0.60 0.07 0.34 0.123
H 13.99326 30.49733 15.37987 -0.11 0.38 -0.39 0.095
H 13.35370 30.08434 16.94890 -0.53 0.20 0.43 0.090
H 15.98451 30.35492 16.98314 -0.49 0.05 -0.09 0.116
H 16.01569 28.96635 15.89504 -0.16 0.64 -0.55 0.110
H 17.31059 29.26390 18.38251 0.76 0.32 0.18 0.081
H 17.57403 27.87103 17.23219 0.48 0.18 -0.18 0.066
H 17.05490 27.57327 18.88856 0.68 -0.48 0.82 0.065
H 15.05246 27.92228 19.80322 -0.64 0.38 -0.41 0.095
H 13.77932 28.90498 18.86707 -0.68 -0.28 0.25 0.057
H 15.28121 29.60298 19.29664 0.15 0.85 0.89 0.077
H 15.88464 25.49142 17.58712 -1.08 0.88 0.61 0.067
C 11.68483 20.59175 14.60477 -1.28 0.99 0.63 -0.027
C 13.06294 20.61838 15.26156 -0.63 0.38 -0.44 -0.485
C 14.06052 20.32162 14.14112 -0.63 -1.00 0.08 -0.007
C 13.31002 21.97253 15.95112 -0.59 -0.39 0.04 -0.123
C 14.53648 21.94277 16.82451 -0.42 -0.13 1.03 -0.169
C 14.41441 20.80700 17.86903 0.01 0.85 -1.00 -0.120
C 14.30243 19.47254 17.12009 -1.27 -1.67 1.77 -0.421
C 15.60992 19.00117 16.42287 -1.24 -0.06 -0.14 -0.014
C 13.83806 18.29606 18.11870 0.36 2.12 -0.70 -0.009
N 13.05907 19.55014 16.30226 0.66 1.24 -1.20 -0.052
O 12.91702 18.34700 15.54385 -0.17 0.11 0.62 -0.122
H 10.93800 20.97583 15.33501 0.27 -0.15 -0.59 0.067
H 11.34047 19.59596 14.33455 0.31 -0.07 -0.08 0.067
H 11.61495 21.21330 13.69371 0.28 -0.11 0.41 0.100
H 13.58246 19.53070 13.50846 0.90 0.56 0.41 0.110
H 14.94195 19.98003 14.62705 0.63 -0.56 -0.39 0.028
H 14.37456 21.13784 13.52816 -0.38 0.83 -0.40 0.057
H 13.37757 22.72510 15.18559 0.11 0.42 -0.50 0.093
H 12.43592 22.28562 16.56978 0.50 -0.48 -0.27 0.106
H 14.61214 22.89248 17.33716 0.00 0.48 0.35 0.085
H 15.47682 21.85082 16.30520 0.34 -0.22 -0.61 0.092
H 13.53947 20.98862 18.50134 -0.27 -0.21 -0.27 0.097
H 15.26049 20.93897 18.52817 0.52 -0.82 0.14 0.079
H 16.18690 18.51441 17.18987 0.60 0.11 0.29 0.058
H 15.31901 18.20972 15.69676 0.38 0.57 0.25 0.089
H 16.14688 19.82932 15.93302 0.07 -0.55 0.35 0.064
H 12.88096 18.57814 18.61512 0.87 -0.21 -0.25 0.075
H 13.69008 17.47104 17.46858 -0.30 -0.99 -0.28 0.039
H 14.63461 18.06859 18.79550 0.38 -0.08 0.78 0.055
H 11.96895 18.16534 15.71256 -0.04 -0.71 0.00 0.044
C 8.39927 14.86036 19.11826 0.81 0.29 -1.56 -0.068
O 8.28162 14.85748 17.68217 -0.20 0.48 0.75 -0.170
C 8.63114 16.10555 17.14141 -0.20 0.51 1.44 -0.239
C 10.01981 16.10160 16.56106 0.89 0.08 -0.74 -0.377
C 11.20030 15.80463 17.50750 0.15 -0.28 -0.09 -0.053
N 10.22434 17.40093 15.87703 0.45 -0.57 -0.97 0.048
H 7.68248 14.14842 19.40470 -1.06 -0.60 1.05 0.072
H 8.29520 15.88030 19.52628 -0.34 -0.57 0.05 0.091
H 9.38008 14.48582 19.36290 0.45 -0.08 0.46 0.065
H 7.93564 16.35277 16.35644 -0.32 -0.01 -0.52 0.120
H 8.46589 16.89496 17.94270 0.55 -0.56 -0.97 0.111
H 9.97896 15.28774 15.79116 0.27 0.62 0.48 0.149
H 10.99058 14.92478 18.10620 -0.25 -0.22 -0.07 0.042
H 11.37602 16.60983 18.23742 -0.09 0.01 -0.44 0.073
H 12.17339 15.56046 16.98914 -1.16 0.58 0.17 0.088
H 10.05967 17.25586 14.87415 -0.13 0.48 0.60 0.095
H 9.62255 18.13226 16.24272 -0.11 0.06 0.05 0.053
C 13.05969 14.89763 19.69743 0.07 -0.19 0.86 -0.126
O 13.87067 14.32096 20.71707 -0.79 -1.38 0.07 -0.205
C 13.37338 12.99778 21.18244 -0.35 1.51 -1.37 -0.164
C 14.18220 12.63568 22.38036 1.08 0.92 0.02 -0.479
C 14.18172 11.16468 22.67384 -1.24 -0.35 2.27 -0.067
N 13.79104 13.42707 23.54522 -0.62 -0.45 0.56 0.049
H 13.50915 15.82504 19.42284 0.89 0.44 -0.61 0.056
H 12.14051 15.26610 20.11763 -0.93 -0.35 0.37 0.076
H 12.83224 14.28186 18.81351 0.49 -0.14 0.45 0.088
H 12.32794 13.07617 21.50060 -0.11 0.10 -0.31 0.126
H 13.47040 12.31407 20.31073 0.01 0.10 0.66 0.135
H 15.17431 12.89658 22.06256 1.01 0.15 -0.07 0.121
H 14.31907 10.58692 21.81296 -0.20 -0.74 -1.60 0.052
H 13.19778 10.89290 23.17312 1.08 0.06 -0.62 0.108
H 15.00178 10.79129 23.31229 -0.32 0.70 0.18 0.086
H 13.92881 12.88278 24.38514 0.06 0.39 0.08 0.060
H 14.02350 14.41511 23.68009 0.23 -0.88 -0.65 0.082
C 9.80429 23.59625 16.74994 0.38 -0.55 1.50 -0.079
O 9.13565 22.46417 17.28720 -0.36 0.04 -0.15 -0.165
C 9.99104 21.55969 17.91912 0.38 -1.29 0.88 -0.222
C 9.21160 20.48619 18.73412 0.88 0.76 -1.91 -0.405
C 10.15459 19.57162 19.46719 0.27 -0.66 0.43 -0.051
N 8.49033 19.68656 17.75748 0.27 -0.21 -0.40 0.047
H 9.05818 24.29739 16.47693 -0.74 0.68 -0.31 0.078
H 10.39971 23.34827 15.89017 0.46 -0.19 -0.44 0.071
H 10.42829 24.03006 17.55716 -0.03 0.00 -0.53 0.080
H 10.67388 21.05370 17.22918 -0.29 -0.20 -0.23 0.095
H 10.67666 22.01530 18.61995 0.09 0.80 0.42 0.092
H 8.54425 21.01723 19.40878 -0.07 0.06 0.37 0.139
H 10.87007 18.97740 18.85677 -0.44 0.93 -0.12 0.065
H 9.51690 18.79758 19.88872 0.01 -0.14 0.57 0.070
H 10.69339 20.08982 20.26558 -0.05 -0.15 -0.01 0.069
H 7.78170 19.11421 18.17556 -0.45 -0.10 0.13 0.067
H 8.09296 20.28782 17.05794 -0.45 0.15 -0.17 0.074
C 18.89638 18.94372 22.90084 -1.23 -0.14 0.85 -0.102
O 19.25937 19.17866 21.59017 1.62 -1.18 0.13 -0.215
C 18.31428 19.95128 20.99482 -1.45 2.37 0.86 -0.262
C 18.67674 20.19715 19.57375 0.10 -1.13 -1.38 -0.430
C 20.15997 20.58051 19.47556 -0.35 -1.42 1.20 -0.025
N 17.72608 21.11176 18.99490 -0.52 0.72 1.09 0.086
H 18.90550 19.88439 23.48482 0.18 -0.46 -0.02 0.108
H 19.48102 18.14880 23.32684 0.66 -0.01 0.23 0.098
H 17.86413 18.55677 22.87639 0.03 0.21 0.44 0.082
H 17.31429 19.52214 21.22139 0.20 0.19 -0.80 0.123
H 18.30471 20.96296 21.53806 -0.08 -0.73 -0.54 0.149
H 18.51372 19.24262 19.01645 0.37 0.48 0.53 0.118
H 20.72738 19.70063 19.83744 -0.01 0.62 -0.13 0.086
H 20.42679 21.44198 20.07413 -0.06 0.29 0.24 0.083
H 20.45035 20.73778 18.47843 0.28 0.34 -1.46 0.040
H 17.96835 21.38770 18.06739 0.24 0.13 -0.80 0.039
H 17.71392 21.95322 19.56938 -0.12 0.11 -0.20 0.065
C 17.55784 17.86270 13.34833 0.42 -0.73 1.32 -0.116
O 18.48594 17.61399 12.33744 0.85 1.05 -0.46 -0.173
C 19.68182 18.40416 12.55696 0.06 -0.99 -0.24 -0.196
C 20.41960 18.49562 11.24064 0.21 0.62 -1.68 -0.401
C 21.73721 19.31423 11.36377 -0.95 -1.23 -0.37 -0.051
N 19.52818 19.13007 10.20285 -0.56 -0.39 1.30 0.035
H 16.70090 17.19273 13.28608 0.20 -0.17 -0.20 0.078
H 17.17918 18.86658 13.39803 -0.12 0.85 -0.37 0.071
H 18.09616 17.68920 14.29695 -0.54 -0.07 0.20 0.077
H 19.49119 19.41756 12.89638 -0.58 0.23 0.10 0.096
H 20.31785 17.90464 13.33333 -0.40 0.23 -0.50 0.139
H 20.64830 17.47699 10.90491 0.22 -0.01 0.20 0.132
H 22.33165 19.28475 10.44941 -0.30 0.20 -0.14 0.076
H 22.34563 18.82761 12.09442 0.50 -0.22 0.74 0.063
H 21.53712 20.31867 11.68101 -0.10 0.63 0.04 0.062
H 19.97460 19.45826 9.36791 0.57 -0.16 -0.15 0.054
H 18.76665 18.49678 9.94130 0.44 0.34 0.25 0.073
C 19.03887 21.01648 15.53587 0.63 0.93 1.02 -0.097
O 18.24228 22.13659 15.90647 -0.95 0.73 -0.18 -0.264
C 18.84151 23.45495 15.71767 0.54 -2.45 -0.81 -0.157
C 17.73924 24.51148 15.79633 1.06 -1.39 -2.08 -0.422
C 18.24530 25.77986 15.11866 1.50 0.53 0.97 -0.035
N 17.26254 24.54764 17.11967 -0.84 2.42 0.99 0.081
H 18.39748 20.14398 15.73891 0.57 0.16 -0.18 0.073
H 19.92331 21.07622 16.22654 -0.39 -0.76 -0.65 0.091
H 19.39326 21.05749 14.48882 -0.36 0.03 0.32 0.067
H 19.55524 23.56011 16.54154 0.22 0.44 -0.08 0.127
H 19.39205 23.30426 14.75563 -0.35 0.99 0.42 0.123
H 16.96164 24.13880 15.13944 -0.51 -0.23 0.01 0.121
H 18.32909 25.63286 14.05765 -0.15 -0.40 -0.55 0.057
H 19.30908 25.99512 15.42059 -0.95 0.03 0.06 0.102
H 17.65611 26.68189 15.23647 -0.32 -0.03 0.41 0.060
H 17.80398 25.14203 17.72951 0.26 -0.21 0.19 0.108
H 17.00127 23.69450 17.54744 0.06 -1.05 0.14 0.071
C 14.98765 23.84007 12.75040 -1.07 -0.94 -0.88 -0.107
O 15.25165 22.67054 11.97862 0.56 0.53 0.06 -0.221
C 16.55585 22.12231 12.17967 -0.33 2.23 2.62 -0.170
C 17.68772 23.15359 11.82318 -0.74 -1.99 -0.59 -0.432
C 17.38467 23.56678 10.40410 0.56 1.14 0.23 -0.053
N 18.93549 22.44414 11.98604 -1.86 -0.80 1.25 0.073
H 14.91934 23.61299 13.81747 -0.03 0.03 0.04 0.067
H 14.04279 24.15553 12.31506 -0.41 0.15 0.62 0.100
H 15.63320 24.67948 12.57754 0.90 0.28 -0.06 0.069
H 16.62398 21.92486 13.32647 0.28 -0.50 -1.86 0.141
H 16.57028 21.30052 11.49006 0.48 -0.82 0.18 0.123
H 17.65929 24.01927 12.47216 0.03 0.08 0.31 0.107
H 17.08883 22.76198 9.74361 -0.14 -0.19 0.01 0.090
H 18.17091 24.15619 9.93819 0.39 -0.14 -0.01 0.082
H 16.60433 24.26874 10.57632 -1.22 0.48 -0.77 0.059
H 19.67159 23.05885 12.08112 2.02 1.32 -0.13 0.044
H 19.01626 21.84476 11.20843 0.75 -0.97 -0.92 0.047
C 14.21792 15.59164 14.91816 -0.08 -0.73 0.93 -0.099
O 13.56015 14.40825 14.42030 -0.23 1.25 -1.20 -0.184
C 12.99269 14.70343 13.11457 0.84 -0.22 0.08 -0.199
C 12.54638 13.42618 12.42102 0.95 -0.48 -0.37 -0.456
C 12.48605 13.58038 10.90848 0.57 1.47 -1.21 -0.084
N 11.30751 12.81737 12.91187 0.00 0.80 -0.77 0.049
H 13.59412 16.43889 15.23958 -0.38 -0.54 -0.49 0.053
H 14.91289 15.98126 14.17190 0.29 -0.14 0.08 0.071
H 14.71540 15.25519 15.84512 0.17 0.20 -0.58 0.075
H 12.15270 15.36987 13.26499 -0.33 0.48 -0.11 0.116
H 13.74376 15.18909 12.42127 -0.49 -0.24 1.02 0.129
H 13.38916 12.72470 12.58408 -0.51 0.06 0.25 0.146
H 13.30934 14.23822 10.47900 -0.77 -0.63 0.83 0.088
H 11.55298 14.07288 10.55435 0.36 -0.57 0.26 0.082
H 12.65659 12.63134 10.40301 -0.54 -0.12 0.09 0.069
H 10.58055 13.53885 12.89167 0.08 -0.26 -0.25 0.074
H 11.45031 12.67488 13.87807 0.08 -0.53 1.41 0.046
```
Forces are in eV/Å.

Relative energy (zero: lowest compared OMol25 entry of this formula, charge and spin) in kJ/mol: 179.6
Largest force on an atom in eV Å⁻¹: 3.46
DFT total energy in eV: -115616.04020
2S+1: 1
Frontier orbital gap in eV: 8.77
Total charge: 0
Structure (SMILES): CC1(C)CCCC(C)(C)N1O.CC1(C)CCCC(C)(C)N1O.CC1(C)CCCC(C)(C)N1O.CC1(C)CCCC(C)(C)N1O.COC[C@H](C)N.COC[C@H](C)N.COC[C@H](C)N.COC[C@H](C)N.COC[C@H](C)N.COC[C@H](C)N.COC[C@H](C)N.COC[C@H](C)N